(1)
113
Properties=species:S:1:pos:R:3:lowdin_charge:R:1 method="wB97M-V/def2-TZVPD" homo_ev=-5.8 charge=-1 orbital_gap_ev=7.65
C 4.138 -1.091 3.353 -0.003
C 3.840 -1.239 1.777 -0.418
O 4.268 -2.261 1.232 0.057
O 3.162 -0.163 1.156 0.015
C 1.922 -0.606 0.512 -0.342
O 2.052 -1.351 -0.464 0.084
C 0.591 -0.012 1.104 -0.054
B -0.621 -1.068 1.430 -0.722
C -1.166 -0.718 2.960 -0.196
C -1.738 0.804 3.059 -0.272
N -3.195 0.830 3.360 -0.053
C -0.290 -2.656 1.223 -0.580
Br -2.082 -3.605 1.328 0.717
C 0.755 -3.288 2.258 -0.696
C 0.122 -3.884 3.592 -0.207
Br 1.664 -4.820 1.313 0.607
H 4.408 -2.134 3.740 0.091
H 5.037 -0.406 3.550 0.088
H 3.234 -0.718 3.927 0.078
H 0.193 0.736 0.328 0.125
H 0.847 0.611 2.024 0.108
H -1.555 -0.814 0.708 0.074
H -0.325 -0.890 3.719 0.082
H -2.047 -1.385 3.272 0.067
H -1.206 1.310 3.935 0.109
H -1.564 1.397 2.106 0.106
H -3.747 0.303 2.676 0.077
H -3.405 0.516 4.314 0.048
H 0.092 -2.928 0.175 0.066
H 1.480 -2.469 2.565 0.093
H -0.555 -4.779 3.445 0.048
H 1.008 -4.262 4.225 0.075
H -0.341 -3.038 4.198 0.064
N -5.850 2.260 4.214 0.012
C -6.326 3.486 4.590 -0.142
C -7.677 3.514 4.338 -0.120
C -8.029 2.255 3.795 -0.121
C -6.881 1.502 3.732 -0.144
H -4.886 1.961 4.281 0.092
H -5.665 4.232 5.002 0.079
H -8.337 4.348 4.526 0.087
H -9.012 1.935 3.484 0.087
H -6.711 0.494 3.386 0.104
N 5.638 -1.159 -3.052 -0.002
C 6.724 -1.960 -3.287 -0.163
C 6.715 -2.968 -2.354 -0.119
C 5.578 -2.771 -1.529 -0.105
C 4.931 -1.651 -1.985 -0.119
H 5.395 -0.339 -3.581 0.129
H 7.408 -1.743 -4.094 0.094
H 7.445 -3.761 -2.274 0.083
H 5.267 -3.382 -0.696 0.083
H 4.033 -1.162 -1.642 0.089
N -3.149 -3.739 -1.699 -0.013
C -3.170 -4.709 -2.662 -0.146
C -3.320 -4.092 -3.882 -0.137
C -3.386 -2.698 -3.643 -0.122
C -3.274 -2.511 -2.287 -0.136
H -3.053 -3.903 -0.702 -0.025
H -3.078 -5.751 -2.399 0.102
H -3.375 -4.591 -4.838 0.063
H -3.500 -1.918 -4.382 0.085
H -3.274 -1.611 -1.691 0.106
N -2.168 -4.476 -7.597 0.002
C -0.942 -4.129 -7.095 -0.137
C -0.352 -3.261 -7.980 -0.117
C -1.258 -3.071 -9.053 -0.124
C -2.370 -3.831 -8.789 -0.151
H -2.819 -5.106 -7.159 0.134
H -0.596 -4.530 -6.155 0.110
H 0.622 -2.810 -7.866 0.088
H -1.112 -2.448 -9.922 0.085
H -3.285 -3.969 -9.344 0.100
N 6.615 2.039 -5.590 -0.004
C 7.266 1.202 -6.458 -0.149
C 8.585 1.145 -6.083 -0.113
C 8.736 1.973 -4.942 -0.110
C 7.505 2.510 -4.660 -0.137
H 5.637 2.272 -5.628 0.118
H 6.735 0.722 -7.266 0.105
H 9.356 0.570 -6.573 0.091
H 9.646 2.156 -4.390 0.092
H 7.185 3.184 -3.881 0.108
N -3.714 -0.930 7.175 0.002
C -3.885 0.051 8.116 -0.152
C -2.790 0.039 8.943 -0.121
C -1.922 -0.982 8.480 -0.115
C -2.518 -1.560 7.387 -0.136
H -4.366 -1.151 6.440 0.142
H -4.770 0.669 8.116 0.102
H -2.629 0.693 9.787 0.086
H -0.968 -1.263 8.901 0.089
H -2.195 -2.365 6.743 0.106
N 3.586 2.528 -7.616 -0.002
C 4.344 3.603 -8.002 -0.150
C 3.583 4.375 -8.845 -0.114
C 2.318 3.746 -8.968 -0.113
C 2.349 2.611 -8.196 -0.135
H 3.891 1.793 -7.001 0.130
H 5.355 3.724 -7.646 0.098
H 3.900 5.291 -9.320 0.090
H 1.479 4.087 -9.555 0.090
H 1.600 1.856 -8.012 0.109
N -4.076 5.683 7.016 0.003
C -4.225 6.765 6.190 -0.145
C -3.759 7.872 6.855 -0.118
C -3.306 7.442 8.127 -0.120
C -3.512 6.086 8.196 -0.143
H -4.339 4.738 6.790 0.128
H -4.650 6.654 5.204 0.103
H -3.744 8.880 6.468 0.088
H -2.878 8.055 8.905 0.087
H -3.308 5.375 8.982 0.104

---

(2)
109
Properties=species:S:1:pos:R:3:lowdin_charge:R:1 method="wB97M-V/def2-TZVPD" homo_ev=-10.1 charge=+1 orbital_gap_ev=7.75
Sn 1.622 -2.237 -0.631 1.436
C -0.313 -5.298 2.261 -0.158
Si -0.107 -3.469 1.956 0.370
C -0.510 -2.457 3.468 -0.152
C -1.323 -2.980 0.615 -0.193
N 1.473 -3.086 1.296 -0.252
C 2.643 -3.336 2.017 -0.312
C 2.675 -3.915 3.292 -0.038
C 3.862 -4.128 3.974 -0.076
C 5.080 -3.772 3.418 -0.083
C 5.097 -3.202 2.153 -0.008
C 3.899 -3.015 1.512 -0.215
F 3.933 -2.466 0.234 -0.070
H -1.366 -5.533 2.421 0.038
H 0.239 -5.668 3.122 0.026
H 0.026 -5.856 1.387 0.040
H -1.578 -2.515 3.682 0.043
H -0.267 -1.415 3.265 0.014
H 0.025 -2.763 4.366 0.025
H -2.342 -3.035 0.999 0.052
H -1.269 -3.650 -0.247 0.040
H -1.168 -1.960 0.262 -0.023
H 1.749 -4.209 3.761 0.077
H 3.829 -4.583 4.954 0.109
H 6.003 -3.933 3.953 0.106
H 6.013 -2.913 1.661 0.123
C 3.759 -0.193 -3.142 -0.038
O 3.226 -0.206 -1.824 -0.177
C 3.109 0.972 -1.168 -0.215
C 3.431 2.205 -1.704 -0.047
C 3.307 3.343 -0.909 -0.680
Br 3.739 5.023 -1.648 0.787
C 2.898 3.257 0.400 -0.072
C 2.578 2.009 0.946 -0.065
C 2.659 0.868 0.156 -0.172
O 2.310 -0.366 0.631 -0.114
C 2.164 1.869 2.339 -0.253
N 1.889 0.705 2.886 0.166
C 1.573 0.980 4.212 -0.203
C 1.229 0.130 5.261 -0.007
C 0.955 0.704 6.484 -0.070
C 1.024 2.093 6.677 -0.074
C 1.375 2.948 5.654 -0.008
C 1.649 2.360 4.425 -0.188
N 2.030 2.900 3.211 0.190
H 3.143 0.422 -3.798 0.081
H 3.740 -1.224 -3.482 0.103
H 4.786 0.176 -3.135 0.111
H 3.786 2.297 -2.718 0.107
H 2.836 4.155 0.994 0.103
H 2.067 -0.260 1.625 0.088
H 1.191 -0.939 5.122 0.093
H 0.686 0.072 7.318 0.107
H 0.804 2.500 7.653 0.108
H 1.439 4.015 5.807 0.114
H 2.209 3.870 3.022 0.161
O 0.024 -0.581 -1.226 -0.521
P -1.013 0.468 -1.596 0.852
C -2.617 -0.379 -1.777 -0.310
C -3.876 0.431 -2.198 -0.169
C -4.547 -0.145 -3.442 -0.197
C -4.905 -1.617 -3.258 -0.177
C -3.721 -2.437 -2.704 -0.171
C -2.430 -1.627 -2.661 -0.201
C -1.062 1.716 -0.264 -0.315
C -2.241 2.719 -0.226 -0.171
C -3.284 2.315 0.811 -0.188
C -2.692 2.360 2.226 -0.174
C -1.213 1.946 2.234 -0.179
C -0.919 0.988 1.088 -0.194
C -0.412 1.337 -3.088 -0.319
C 0.088 0.373 -4.194 -0.176
C -0.801 0.418 -5.432 -0.193
C -0.790 1.815 -6.063 -0.180
C -0.727 2.920 -4.996 -0.180
C -1.318 2.434 -3.676 -0.185
H -2.766 -0.751 -0.753 0.108
H -3.651 1.476 -2.374 0.076
H -4.594 0.414 -1.375 0.116
H -3.892 -0.019 -4.308 0.097
H -5.449 0.430 -3.659 0.119
H -5.242 -2.031 -4.209 0.110
H -5.754 -1.688 -2.576 0.111
H -3.565 -3.332 -3.306 0.113
H -3.944 -2.781 -1.691 0.110
H -2.139 -1.338 -3.671 0.098
H -1.614 -2.234 -2.267 0.092
H -0.140 2.287 -0.440 0.118
H -2.700 2.839 -1.202 0.078
H -1.847 3.706 0.034 0.124
H -3.649 1.311 0.584 0.098
H -4.149 2.976 0.747 0.118
H -3.264 1.703 2.882 0.113
H -2.793 3.368 2.633 0.112
H -0.956 1.482 3.191 0.109
H -0.570 2.825 2.130 0.111
H -1.615 0.145 1.147 0.111
H 0.078 0.567 1.165 0.075
H 0.464 1.843 -2.654 0.112
H 0.191 -0.642 -3.805 0.100
H 1.089 0.686 -4.496 0.102
H -1.823 0.144 -5.162 0.084
H -0.468 -0.325 -6.157 0.119
H -1.684 1.940 -6.677 0.112
H 0.063 1.908 -6.736 0.111
H -1.254 3.810 -5.342 0.114
H 0.309 3.223 -4.822 0.115
H -2.323 2.054 -3.860 0.102
H -1.411 3.262 -2.972 0.110

---

(3)
135
Properties=species:S:1:pos:R:3:lowdin_charge:R:1 method="wB97M-V/def2-TZVPD" homo_ev=-10.5 charge=0 orbital_gap_ev=10.18 smiles="C[C@H]1COC(=O)O1.C[C@H]1COC(=O)O1.C[C@H]1COC(=O)O1.C[C@H]1COC(=O)O1.C[C@H]1COC(=O)O1.O=C1OCCO1.O=C1OCCO1.O=C1OCCO1.O=C1OCCO1.O=C1OCCO1.O=C1OCCO1.O=C1OCCO1" de_lowest_kcal_mol=173.7
C 0.274 -11.360 -1.703 -0.015
C 0.159 -10.021 -0.921 -0.289
C 1.487 -9.264 -0.853 -0.091
O 1.084 -7.921 -1.147 0.066
C -0.080 -7.933 -1.815 -0.511
O -0.526 -6.926 -2.425 0.084
O -0.589 -9.164 -1.755 0.079
H 0.856 -12.053 -1.096 0.086
H 0.632 -11.292 -2.730 0.090
H -0.670 -11.843 -1.955 0.078
H -0.179 -10.027 0.116 0.156
H 2.205 -9.604 -1.599 0.133
H 2.047 -9.306 0.081 0.136
C -5.500 8.221 6.247 -0.018
C -5.858 7.408 4.946 -0.220
C -5.356 8.220 3.749 -0.096
O -4.625 7.286 2.960 0.097
C -4.458 6.185 3.623 -0.587
O -3.792 5.157 3.202 0.049
O -4.874 6.317 4.825 0.103
H -5.632 7.637 7.158 0.081
H -6.084 9.141 6.244 0.088
H -4.430 8.427 6.266 0.087
H -6.912 7.148 4.843 0.153
H -4.724 9.014 4.145 0.127
H -6.133 8.676 3.135 0.137
C 0.533 1.471 -2.210 -0.013
C 0.055 0.833 -0.873 -0.293
C 0.215 -0.693 -0.730 -0.149
O 0.683 -0.862 0.517 0.084
C 1.079 0.326 1.029 -0.550
O 1.571 0.456 2.142 0.125
O 0.854 1.287 0.182 0.119
H 1.608 1.550 -2.373 0.087
H 0.149 2.485 -2.321 0.076
H 0.034 0.956 -3.031 0.081
H -0.991 1.110 -0.748 0.153
H 0.957 -0.999 -1.468 0.138
H -0.754 -1.173 -0.864 0.143
C 8.875 4.233 2.350 -0.016
C 8.661 2.904 1.621 -0.339
C 7.273 2.891 1.028 -0.096
O 7.430 2.385 -0.324 0.076
C 8.733 2.403 -0.631 -0.489
O 9.191 2.006 -1.707 0.114
O 9.448 2.969 0.427 0.058
H 8.487 4.986 1.664 0.096
H 9.886 4.326 2.747 0.088
H 8.310 4.022 3.258 0.088
H 8.786 2.022 2.248 0.154
H 6.850 3.895 0.993 0.127
H 6.578 2.344 1.665 0.137
C 6.787 4.772 -7.066 -0.034
C 5.949 5.692 -6.334 -0.360
C 4.896 5.076 -5.409 -0.093
O 4.971 5.890 -4.260 0.080
C 6.178 6.480 -4.222 -0.613
O 6.596 7.068 -3.292 0.179
O 6.667 6.550 -5.438 0.111
H 7.291 4.131 -6.343 0.100
H 7.589 5.257 -7.623 0.098
H 6.158 4.133 -7.687 0.101
H 5.441 6.406 -6.983 0.155
H 5.165 4.024 -5.315 0.136
H 3.979 5.354 -5.929 0.140
O -3.140 0.109 10.016 0.129
C -3.420 0.161 8.825 -0.505
O -4.685 0.233 8.273 0.042
C -4.560 -0.185 6.939 -0.156
C -3.216 0.389 6.580 -0.102
O -2.520 0.073 7.811 0.047
H -4.549 -1.274 6.885 0.136
H -5.402 0.262 6.411 0.139
H -3.333 1.461 6.423 0.134
H -2.671 -0.022 5.730 0.136
O -4.611 1.237 -5.525 0.101
C -4.787 0.220 -6.234 -0.505
O -5.692 0.055 -7.191 0.064
C -5.710 -1.275 -7.740 -0.113
C -4.438 -1.789 -7.232 -0.144
O -4.150 -0.990 -6.069 0.046
H -6.605 -1.752 -7.340 0.139
H -5.654 -1.282 -8.829 0.139
H -3.613 -1.669 -7.934 0.135
H -4.531 -2.840 -6.957 0.137
O -5.294 -1.196 0.384 0.129
C -5.913 -1.739 -0.526 -0.488
O -5.760 -3.069 -0.921 0.051
C -6.770 -3.359 -1.895 -0.109
C -7.607 -2.041 -1.962 -0.159
O -6.885 -1.147 -1.232 0.074
H -6.357 -3.493 -2.895 0.119
H -7.412 -4.213 -1.681 0.125
H -8.613 -2.334 -1.662 0.127
H -7.650 -1.560 -2.939 0.130
O 3.283 -6.322 10.290 0.131
C 2.941 -5.154 10.113 -0.549
O 3.556 -4.199 9.417 0.087
C 2.838 -3.039 9.269 -0.165
C 1.826 -3.241 10.351 -0.137
O 1.899 -4.586 10.674 0.090
H 3.362 -2.085 9.313 0.135
H 2.353 -2.884 8.305 0.126
H 0.798 -3.066 10.032 0.144
H 2.214 -2.621 11.159 0.137
O 4.145 -6.634 -5.337 0.081
C 3.392 -5.928 -6.071 -0.617
O 2.575 -6.404 -6.955 0.104
C 1.808 -5.361 -7.571 -0.090
C 2.438 -4.172 -6.937 -0.156
O 3.319 -4.670 -6.017 0.132
H 2.093 -5.336 -8.623 0.134
H 0.733 -5.343 -7.393 0.136
H 1.680 -3.492 -6.549 0.138
H 3.013 -3.636 -7.693 0.136
O -1.294 -7.314 7.170 0.158
C -1.105 -6.619 6.209 -0.566
O -1.623 -5.385 6.040 0.052
C -1.191 -4.775 4.794 -0.098
C -0.298 -5.824 4.166 -0.105
O -0.194 -6.761 5.237 0.036
H -2.075 -4.656 4.168 0.126
H -0.670 -3.820 4.856 0.129
H 0.719 -5.480 3.982 0.134
H -0.716 -6.456 3.383 0.133
O 0.392 9.636 -5.452 0.128
C -0.524 9.213 -4.757 -0.587
O -1.431 9.915 -4.222 0.083
C -2.336 9.252 -3.361 -0.067
C -2.024 7.810 -3.811 -0.139
O -0.857 7.899 -4.570 0.055
H -2.118 9.409 -2.305 0.135
H -3.301 9.610 -3.720 0.135
H -2.778 7.268 -4.381 0.131
H -1.780 7.194 -2.945 0.127

---

(4)
108
Properties=species:S:1:pos:R:3:lowdin_charge:R:1 method="wB97M-V/def2-TZVPD" homo_ev=-3.9 charge=-1 orbital_gap_ev=5.87 de_lowest_kcal_mol=0.0
Be -0.516 2.039 -0.512 0.093
C -2.693 3.625 -0.524 -0.059
N -1.418 3.444 -1.259 -0.243
C -1.702 3.283 -2.706 -0.068
C -0.549 4.629 -1.066 -0.157
C 0.339 4.428 0.147 -0.143
N 0.972 3.110 0.052 -0.154
C 1.997 3.027 -1.005 -0.099
C 2.424 1.604 -1.208 -0.135
C 3.756 1.237 -1.125 -0.004
C 4.150 -0.081 -1.317 -0.176
C 3.144 -0.998 -1.612 0.028
C 1.788 -0.677 -1.701 -0.069
C 1.416 0.662 -1.478 -0.226
O 0.152 1.069 -1.517 -0.064
C 0.732 -1.743 -2.004 -0.523
C -0.252 -1.833 -0.832 -0.037
C -0.026 -1.377 -3.291 -0.042
C 1.352 -3.128 -2.203 -0.076
C 5.627 -0.468 -1.197 -0.560
C 6.455 0.317 -2.223 -0.056
C 6.133 -0.139 0.214 -0.048
C 5.852 -1.959 -1.447 -0.071
C 1.514 2.636 1.347 -0.074
C 1.001 1.302 1.839 -0.115
C 1.885 0.480 2.530 0.011
C 1.444 -0.662 3.174 -0.177
C 0.063 -0.884 3.179 0.012
C -0.859 -0.096 2.499 -0.073
C -0.352 0.961 1.711 -0.231
O -1.125 1.658 0.876 -0.085
C -2.369 -0.351 2.629 -0.523
C -3.089 0.972 2.937 -0.043
C -2.933 -0.942 1.335 -0.049
C -2.695 -1.316 3.776 -0.076
C 2.377 -1.657 3.863 -0.558
C 2.005 -1.790 5.346 -0.054
C 2.241 -3.027 3.182 -0.047
C 3.841 -1.225 3.772 -0.070
H -3.220 4.502 -0.917 0.093
H -2.489 3.754 0.537 0.084
H -3.301 2.730 -0.660 0.045
H -2.154 4.203 -3.091 0.094
H -2.384 2.447 -2.874 -0.002
H -0.767 3.083 -3.229 0.090
H -1.153 5.535 -0.957 0.128
H 0.058 4.754 -1.961 0.110
H -0.268 4.430 1.053 0.124
H 1.071 5.242 0.226 0.131
H 2.861 3.653 -0.745 0.130
H 1.569 3.412 -1.933 0.122
H 4.489 2.005 -0.886 0.111
H 3.424 -2.030 -1.762 0.078
H -0.777 -0.892 -0.687 0.054
H 0.274 -2.090 0.094 0.089
H -1.005 -2.601 -1.033 0.090
H -0.617 -0.471 -3.162 0.052
H -0.715 -2.184 -3.557 0.081
H 0.677 -1.238 -4.118 0.085
H 1.875 -3.475 -1.307 0.080
H 2.049 -3.151 -3.045 0.083
H 0.550 -3.839 -2.415 0.081
H 6.387 1.393 -2.049 0.074
H 6.094 0.119 -3.234 0.089
H 7.510 0.030 -2.167 0.079
H 6.026 0.924 0.438 0.076
H 7.190 -0.404 0.317 0.081
H 5.563 -0.697 0.961 0.069
H 5.513 -2.256 -2.442 0.086
H 5.328 -2.573 -0.710 0.086
H 6.919 -2.183 -1.374 0.081
H 1.291 3.396 2.102 0.132
H 2.603 2.580 1.275 0.120
H 2.935 0.756 2.538 0.105
H -0.307 -1.733 3.736 0.092
H -2.948 1.692 2.131 0.066
H -2.714 1.407 3.868 0.087
H -4.160 0.784 3.052 0.082
H -2.778 -0.281 0.483 0.018
H -4.011 -1.103 1.434 0.089
H -2.462 -1.903 1.117 0.083
H -2.274 -0.977 4.727 0.084
H -2.337 -2.329 3.578 0.078
H -3.780 -1.372 3.884 0.081
H 0.989 -2.169 5.471 0.075
H 2.065 -0.819 5.844 0.087
H 2.687 -2.481 5.851 0.079
H 1.216 -3.399 3.241 0.079
H 2.899 -3.761 3.657 0.080
H 2.507 -2.954 2.125 0.084
H 4.009 -0.270 4.276 0.086
H 4.163 -1.125 2.733 0.063
H 4.473 -1.975 4.251 0.082
O -9.072 -3.309 -3.458 0.082
C -8.954 -2.133 -2.774 -0.496
O -9.959 -1.628 -2.342 0.079
C -7.591 -1.580 -2.623 -0.177
C -6.437 -2.159 -3.162 -0.058
C -5.194 -1.586 -2.993 -0.132
C -5.018 -0.377 -2.279 -0.737
S -3.461 0.342 -2.086 0.603
C -6.196 0.185 -1.730 -0.122
C -7.435 -0.394 -1.903 -0.039
H -8.196 -3.606 -3.727 0.069
H -6.478 -3.085 -3.730 0.098
H -4.314 -2.055 -3.415 0.087
H -6.101 1.101 -1.160 0.088
H -8.323 0.059 -1.477 0.112